Entry 1:
C25H51BNO9 | wB97M-V/def2-TZVPD

Output
* calculated total energy: -1739.88770 hartree
* HOMO level (spin up / spin down): -7.373 / -8.674 eV

The geometry in ORCA input format:
```
! wB97M-V def2-TZVPD RIJCOSX def2/J DEFGRID3
* xyz 0 2
C 0.55482 -0.36899 1.75990
C 1.14891 0.65858 0.79912
C 2.19867 1.47612 1.56020
C 0.00002 1.51805 0.26232
C 0.37332 2.52061 -0.84318
C -0.85613 2.87231 -1.69616
O -1.57523 1.73756 -2.15216
C -2.94240 1.92583 -2.25134
O -3.46897 2.08317 -0.95274
C -4.87689 1.96249 -0.86579
C -5.24215 0.85273 0.10750
O -6.51576 0.35093 -0.29182
B 0.82985 3.93160 -0.26805
O 1.35934 4.91746 -1.10746
O 0.74153 4.22203 1.05870
C 1.57015 1.96970 -1.66784
C 1.74322 0.44336 -1.69657
C 3.01503 0.11497 -2.47004
C 0.58519 -0.26742 -2.41595
N 1.81915 -0.10226 -0.30015
O 2.92765 -0.61870 0.05688
H -0.20089 -0.97315 1.25622
H 0.10624 0.14940 2.60621
H 1.33204 -1.02869 2.13690
H 1.68675 2.22623 2.16120
H 2.88123 1.99993 0.89060
H 2.77406 0.83256 2.22124
H -0.76419 0.84788 -0.13471
H -0.45258 2.01757 1.12155
H -1.52763 3.50850 -1.10871
H -0.53070 3.45943 -2.56799
H -3.35692 1.03049 -2.72404
H -3.18655 2.80689 -2.86868
H -5.33631 1.71968 -1.82956
H -5.29494 2.91799 -0.53916
H -4.48120 0.06846 0.08140
H -5.30386 1.24046 1.12984
H -6.76683 -0.35873 0.30804
H 0.73679 5.21817 -1.77780
H 1.11630 5.09352 1.24050
H 1.47505 2.29185 -2.70874
H 2.50534 2.40394 -1.30446
H 3.35723 -0.89231 -2.25586
H 2.77541 0.16160 -3.53229
H 3.80487 0.84035 -2.27055
H -0.27105 -0.42400 -1.76561
H 0.24887 0.32002 -3.26942
H 0.93553 -1.23442 -2.77894
C 4.07785 -2.68172 -7.12788
C 5.35243 -2.54377 -6.29646
C 4.99088 -1.38692 -5.37308
O 3.58143 -1.47178 -5.16270
C 3.00401 -2.39492 -6.08556
H 3.96079 -3.65974 -7.59240
H 4.05636 -1.92458 -7.91449
H 5.52404 -3.45276 -5.71648
H 6.24386 -2.34391 -6.88925
H 5.22552 -0.42237 -5.83665
H 5.49210 -1.43463 -4.40550
H 2.72191 -3.30697 -5.54841
H 2.10140 -1.95081 -6.50743
C 0.93952 -4.06966 5.61656
C -0.51829 -4.21104 5.18095
C -0.64761 -3.07349 4.17518
O 0.63868 -2.92637 3.57461
C 1.61076 -3.66991 4.30782
H 1.36070 -4.97877 6.04358
H 1.03641 -3.26918 6.35314
H -0.67227 -5.17298 4.68762
H -1.23157 -4.12983 6.00005
H -0.92074 -2.13490 4.67111
H -1.38112 -3.27056 3.39256
H 1.90054 -4.55142 3.72583
H 2.49479 -3.04693 4.44998
C -2.89782 1.66880 3.60198
C -3.57756 1.03271 4.81338
C -4.21172 -0.20482 4.19000
O -3.35588 -0.59703 3.11745
C -2.40810 0.44000 2.84773
H -2.08887 2.35134 3.85856
H -3.62896 2.21657 3.00271
H -2.83108 0.74400 5.55619
H -4.30817 1.67924 5.29756
H -5.20687 0.02342 3.78995
H -4.30574 -1.03828 4.88744
H -1.42114 0.12514 3.20318
H -2.35186 0.59511 1.76861
*
```

=====

Entry 2:
C2ClF5 | wB97M-V/def2-TZVPD

Output
* calculated total energy: -1035.67641 hartree
* energy above the lowest of the compared OMol25 structures with the same formula, charge and spin: 181.1 kJ/mol
* HOMO level: -12.629 eV

The geometry in ORCA input format:
```
! wB97M-V def2-TZVPD RIJCOSX def2/J DEFGRID3
* xyz 0 1
C 0.60208 -0.24122 -0.20440
C -0.82447 0.19251 -0.11802
F 0.96817 -0.90055 -1.27449
F 0.93776 -1.02395 0.85725
F 1.40628 0.81463 -0.14390
F -1.01846 1.37510 -0.58667
F -1.71734 -0.69342 -1.41381
Cl -1.62121 -0.29323 1.28537
*
```

=====

Entry 3:
C35H48AsO2OsP3 | wB97M-V/def2-TZVPD

Output
* calculated total energy: -4861.85727 hartree
* HOMO level (spin up / spin down): -18.669 / -18.216 eV

The geometry in ORCA input format:
```
! wB97M-V def2-TZVPD RIJCOSX def2/J DEFGRID3
* xyz 4 5
P -1.33258 -0.30446 -2.73361
C -1.77516 -2.00054 -2.21849
H -2.32752 -2.51282 -3.01667
H -2.38336 -2.00328 -1.30843
H -0.84391 -2.54034 -2.01229
C -2.97191 0.48644 -2.84147
H -2.89202 1.43482 -3.39171
H -3.32969 0.70228 -1.82252
H -3.68599 -0.18912 -3.33711
C -0.73655 -0.66605 -4.43992
H -1.48766 -0.39572 -5.19440
H -0.49542 -1.74270 -4.51577
H 0.18782 -0.09802 -4.63477
P 3.82354 0.95891 -1.42713
C 4.39776 -0.51397 -0.52862
H 5.49086 -0.57776 -0.58385
H 3.95412 -1.41803 -0.95693
H 4.08585 -0.42327 0.51637
C 4.45266 0.61902 -3.10943
H 4.27986 1.45707 -3.78966
H 3.91667 -0.25622 -3.49386
H 5.52277 0.39718 -3.05527
C 4.85144 2.27185 -0.68300
H 5.88940 2.20130 -1.02939
H 4.81401 2.14284 0.40700
H 4.44720 3.26022 -0.92765
P -0.81121 2.78436 1.00814
C -1.16171 1.98042 2.62674
H -1.55752 2.70801 3.34639
H -0.23731 1.55272 3.03595
H -1.87738 1.15534 2.52512
C 0.13254 4.22627 1.63962
H -0.18280 4.36882 2.68489
H -0.05578 5.14183 1.06215
H 1.21017 4.01620 1.62387
C -2.44058 3.44432 0.50962
H -2.66102 4.39690 1.01184
H -3.19987 2.69413 0.77778
H -2.47769 3.59594 -0.57937
Os 0.84053 1.88219 -1.60383
C 1.25900 0.05774 -1.97900
O 1.57128 -1.06923 -2.13888
C 1.53962 1.72673 0.16499
O 2.09225 1.56997 1.20293
C 1.58398 3.91679 -1.79738
C 0.19126 4.11245 -1.83758
C -0.57879 3.49838 -2.81679
C -0.00906 2.53509 -3.63985
C 1.38239 2.34966 -3.64499
C 2.18019 3.12949 -2.79578
H 2.20648 4.37234 -1.02643
H -0.27319 4.76493 -1.10732
H -1.64176 3.68512 -2.86623
H -0.62716 1.93250 -4.29314
H 1.84102 1.63760 -4.33077
H 3.25683 3.11551 -2.87419
C 2.02140 -5.18477 0.94097
C 0.80501 -5.11707 0.25004
C 0.01027 -3.96180 0.34073
C 0.46193 -2.85322 1.07764
C 1.73910 -2.89392 1.67603
C 2.50848 -4.06356 1.62764
As -0.63775 -1.22347 1.40517
C -2.53115 -1.79136 1.09010
C -3.44615 -0.78810 0.71094
C -4.77877 -1.12352 0.43689
C -5.19384 -2.45537 0.52800
C -4.29993 -3.45062 0.93755
C -2.97756 -3.11172 1.25602
C -0.68314 -1.25715 3.39865
C -1.82675 -1.61450 4.13368
C -1.76326 -1.70103 5.53115
C -0.56975 -1.38670 6.19657
C 0.54398 -0.94572 5.47521
C 0.48131 -0.84325 4.07635
H 2.59386 -6.10944 0.94630
H 0.45371 -5.97049 -0.34149
H -0.98063 -3.96051 -0.11972
H 2.11236 -2.03199 2.23452
H 3.47573 -4.09730 2.14020
H -3.11607 0.24927 0.63761
H -5.48470 -0.33394 0.16316
H -6.22673 -2.71709 0.29732
H -4.62665 -4.48890 1.02914
H -2.30595 -3.87729 1.64975
H -2.76160 -1.84583 3.61615
H -2.64177 -2.01827 6.09753
H -0.51401 -1.47351 7.28122
H 1.47464 -0.68238 5.98996
H 1.33744 -0.44761 3.52915
*
```

=====

Entry 4:
C3H8N3O | wB97M-V/def2-TZVPD

Output
* calculated total energy: -358.23863 hartree
* energy above the lowest of the compared OMol25 structures with the same formula, charge and spin: 414.3 kJ/mol
* HOMO level: -13.731 eV

The geometry in ORCA input format:
```
! wB97M-V def2-TZVPD RIJCOSX def2/J DEFGRID3
* xyz 1 1
C 1.43677 -0.29770 -0.02728
C 0.09516 1.31968 0.22071
C -0.20790 -0.00083 -0.53446
N 1.54715 0.96398 0.25953
N -1.05489 -1.18324 1.24399
N -0.56081 -0.21123 -1.77628
O 1.85658 -1.39238 -0.00111
H -0.21070 2.23022 -0.42398
H -0.34504 1.44310 1.15996
H 2.34923 1.55629 0.07640
H -1.39772 -0.57162 1.96717
H -0.46070 -1.97666 1.58695
H -1.53574 -1.12206 0.50516
H -0.37095 -1.19057 -1.87443
H -1.14046 0.43303 -2.38231
*
```

=====

Entry 5:
H10N2Si4 | wB97M-V/def2-TZVPD

Output
* calculated total energy: -1273.45716 hartree
* energy above the lowest of the compared OMol25 structures with the same formula, charge and spin: 127.5 kJ/mol
* HOMO level: -9.238 eV

The geometry in ORCA input format:
```
! wB97M-V def2-TZVPD RIJCOSX def2/J DEFGRID3
* xyz 0 1
N -0.86048 -0.06423 -0.01122
N 2.04783 -0.62179 -0.05303
Si -2.45278 -0.71542 -0.32036
Si 0.40508 -1.26385 -0.01712
Si -0.54257 1.51547 0.51679
Si 3.29376 0.36813 -0.19855
H -3.71586 -0.24335 0.45568
H -2.81780 -0.53374 -1.81334
H 0.30631 -1.94812 1.25412
H 0.28306 -1.92127 -1.28315
H 0.65461 1.51662 1.36540
H -1.86947 2.08784 0.91861
H -0.07295 2.14551 -0.66243
H -2.42366 -2.16833 -0.10094
H 3.05882 1.55837 0.50856
H 4.70609 0.28819 -0.55903
*
```

=====

Entry 6:
C26H33Cl2IMnN3O2 | wB97M-V/def2-TZVPD

Output
* calculated total energy: -3694.33991 hartree
* energy above the lowest of the compared OMol25 structures with the same formula, charge and spin: 132.6 kJ/mol
* HOMO level (spin up / spin down): -4.159 / -3.912 eV

The geometry in ORCA input format:
```
! wB97M-V def2-TZVPD RIJCOSX def2/J DEFGRID3
* xyz -1 2
Mn 0.18378 -0.15592 0.48539
C 1.33086 -2.50127 0.82221
C 2.22142 -1.46998 1.20340
C 1.68578 -0.82572 2.33498
C 0.44942 -1.44749 2.64894
C 0.25087 -2.48603 1.72786
H 1.47572 -3.21517 0.02125
H 3.22419 -1.32979 0.82985
H 2.19564 -0.08647 2.93512
H -0.17255 -1.23215 3.50322
H -0.57700 -3.17928 1.72863
C 2.39453 -0.39977 -1.80287
N 1.61752 0.70548 -1.23326
C 2.50627 1.63752 -0.54849
C 0.93325 1.39294 -2.34283
C -0.30357 2.17045 -1.94513
N -1.36665 1.32017 -1.44972
C -1.90684 0.49458 -2.53022
C -2.44764 2.14317 -0.91932
H 3.03091 -0.04787 -2.62678
H 1.71874 -1.17166 -2.17335
H 3.02416 -0.84040 -1.03826
H 3.32594 1.95419 -1.20768
H 2.91572 1.15978 0.34306
H 1.94711 2.51902 -0.22811
H 0.65254 0.65026 -3.08657
H 1.63950 2.08067 -2.82091
H -0.64884 2.73114 -2.82854
H -0.04858 2.89784 -1.16936
H -2.17311 1.11630 -3.40238
H -2.79924 -0.01606 -2.18320
H -1.20429 -0.27981 -2.83659
H -2.89930 2.76978 -1.71076
H -2.07502 2.79406 -0.12980
H -3.21801 1.49979 -0.49403
Cl -4.74911 -1.17865 -4.10425
C -4.96277 -2.86622 -4.43623
C -5.19191 -3.21029 -5.75971
C -5.26783 -4.53840 -6.13431
C -5.10018 -5.52787 -5.18149
C -4.88235 -5.17402 -3.86255
Cl -4.68808 -6.44787 -2.69479
C -4.82549 -3.83681 -3.42532
N -4.58185 -3.59636 -2.05949
C -5.21855 -2.62493 -1.27525
C -6.53101 -2.22499 -1.55014
C -7.17030 -1.27690 -0.76584
C -6.51122 -0.71694 0.31977
C -5.22887 -1.15852 0.62900
C -4.57439 -2.13114 -0.12417
C -3.22161 -2.63946 0.34927
C -2.05267 -2.29501 -0.58141
O -1.86636 -3.01321 -1.59081
O -1.38892 -1.27741 -0.24881
H -5.27919 -2.41880 -6.49468
H -5.43762 -4.80262 -7.17209
H -5.14841 -6.57596 -5.44816
H -3.59024 -3.73134 -1.82850
H -7.04189 -2.65611 -2.40503
H -8.18458 -0.97657 -1.00979
H -6.99307 0.03833 0.93278
H -4.71101 -0.74436 1.49068
H -3.24571 -3.72908 0.44926
H -3.00683 -2.19693 1.31716
I -1.81144 1.51721 2.80886
C 0.01872 1.64964 1.60692
H 0.77230 1.77842 2.37971
H -0.10989 2.62186 1.12504
*
```